Density functional theory data (wB97M-V/def2-TZVPD) for 10 unconnected molecules or ions with the total composition C42H110N10O18 at a distorted geometry.

Last column: Löwdin charge in e.
CARTESIAN COORDINATES (ANGSTROEM)
C  -4.09268  -3.96325  -3.08986  -0.64
O  -2.90079  -4.02643  -2.77082  -0.02
N  -4.73422  -2.77845  -3.29441  0.19
N  -4.80445  -5.08938  -3.37663  0.15
H  -4.52654  -1.90635  -2.81931  0.05
H  -5.66083  -2.82404  -3.68263  0.10
H  -4.23440  -5.91756  -3.34203  0.10
H  -5.60040  -5.07415  -3.98585  0.10
C  -1.04149  -0.91631  -1.46261  -0.62
O  -2.18730  -0.45907  -1.32442  0.00
N  -0.80812  -2.09382  -2.10504  0.18
N  0.05734  -0.33203  -0.97035  0.21
H  -1.64553  -2.64764  -2.25421  0.06
H  0.06174  -2.57688  -1.98900  0.08
H  0.02050  0.50983  -0.42722  0.05
H  0.97924  -0.67362  -1.18996  0.08
C  -1.69244  2.22655  1.40099  -0.09
O  -1.43992  3.60991  1.20976  -0.18
C  -0.31095  4.03290  1.97065  -0.22
C  -0.51973  5.47987  2.32310  -0.21
N  -1.75303  5.59365  3.12124  -0.04
C  -2.18798  6.94176  3.43391  -0.21
C  -1.27383  7.72348  4.36022  -0.19
O  -0.21406  8.24126  3.53126  -0.20
C  0.79202  8.84685  4.29333  -0.13
H  -0.85419  1.57831  1.12105  0.05
H  -2.49406  1.89335  0.74236  0.10
H  -1.91545  2.05564  2.45668  0.08
H  0.54518  4.04209  1.27796  0.11
H  -0.13055  3.42925  2.86176  0.10
H  -0.64317  6.01452  1.36679  0.13
H  0.33913  5.95940  2.78594  0.09
H  -2.47899  5.14628  2.57655  0.11
H  -3.15181  6.87405  3.95854  0.12
H  -2.50826  7.54149  2.56945  0.12
H  -0.77228  7.06117  5.07471  0.09
H  -1.75556  8.53246  4.91492  0.13
H  0.43802  9.72631  4.84092  0.09
H  1.55610  9.22809  3.60845  0.09
H  1.37544  8.20576  4.96525  0.08
C  -6.13501  -5.84121  2.28150  -0.12
O  -4.77597  -5.46775  2.35517  -0.17
C  -4.10000  -5.67593  1.13476  -0.23
C  -3.37067  -4.40312  0.68821  -0.22
N  -2.70999  -3.67663  1.76065  -0.04
C  -2.10162  -2.41637  1.28866  -0.20
C  -2.09166  -1.35855  2.35299  -0.21
O  -3.38928  -1.01795  2.83909  -0.19
C  -3.36362  -0.30737  4.06330  -0.10
H  -6.29467  -6.91839  2.19349  0.09
H  -6.65488  -5.32592  1.46454  0.09
H  -6.62439  -5.44930  3.17490  0.09
H  -4.63170  -6.06025  0.26200  0.12
H  -3.28327  -6.39360  1.28895  0.11
H  -4.10749  -3.74865  0.19021  0.12
H  -2.67824  -4.63432  -0.12637  0.10
H  -3.41583  -3.41353  2.44126  0.10
H  -2.66440  -2.10714  0.40100  0.10
H  -1.08900  -2.69147  0.98074  0.10
H  -1.80673  -0.39516  1.91602  0.10
H  -1.37120  -1.68021  3.11306  0.13
H  -3.45040  -1.01884  4.88532  0.09
H  -4.21200  0.37801  4.09072  0.09
H  -2.47867  0.33613  4.08529  0.07
C  3.60431  6.13822  2.81348  -0.12
O  4.27238  6.22409  1.57075  -0.17
C  3.36481  6.47535  0.51488  -0.21
C  3.89421  5.91920  -0.81977  -0.19
N  3.14678  4.79060  -1.36671  -0.05
C  3.31755  3.60783  -0.52782  -0.20
C  2.69124  2.34090  -1.08953  -0.22
O  1.31953  2.13007  -0.81106  -0.21
C  0.50571  2.81417  -1.72638  -0.11
H  4.26523  6.00246  3.67007  0.10
H  2.93482  5.27065  2.85288  0.06
H  3.03424  7.05106  2.99933  0.08
H  3.37150  7.56204  0.35527  0.12
H  2.35018  6.11934  0.71945  0.11
H  4.94406  5.64837  -0.69668  0.12
H  3.83899  6.72767  -1.55069  0.11
H  2.16429  5.04311  -1.35398  0.09
H  2.87041  3.78544  0.46078  0.10
H  4.37253  3.36715  -0.38663  0.13
H  3.32661  1.53878  -0.69909  0.11
H  2.87810  2.17074  -2.15351  0.11
H  -0.48822  2.35503  -1.80290  0.09
H  0.75603  2.75147  -2.79310  0.09
H  0.32908  3.86022  -1.46502  0.09
C  1.95176  -3.85111  -8.82034  -0.08
O  0.96095  -4.57222  -8.09548  -0.18
C  1.33985  -4.92629  -6.79706  -0.24
C  1.46506  -3.77017  -5.81372  -0.20
N  0.55580  -2.62662  -6.06573  -0.06
C  -0.73218  -2.86523  -5.41596  -0.18
C  -1.66458  -1.67946  -5.64291  -0.22
O  -2.55130  -2.00699  -6.69271  -0.17
C  -3.26401  -0.87599  -7.15164  -0.10
H  2.86909  -4.44449  -8.86912  0.09
H  2.18816  -2.91450  -8.30550  0.08
H  1.60151  -3.63082  -9.82367  0.09
H  2.15581  -5.64798  -6.67691  0.13
H  0.51588  -5.55179  -6.42798  0.12
H  2.51730  -3.45830  -5.88550  0.11
H  1.38043  -4.00247  -4.75119  0.11
H  0.44989  -2.60787  -7.07725  0.11
H  -0.54401  -2.97358  -4.34829  0.08
H  -1.27642  -3.73256  -5.80625  0.13
H  -1.11796  -0.75442  -5.85941  0.13
H  -2.13179  -1.46977  -4.66922  0.10
H  -3.86530  -1.14893  -8.01853  0.09
H  -2.58943  -0.06041  -7.42319  0.09
H  -3.98042  -0.58458  -6.37408  0.06
C  0.06534  5.59525  7.36065  -0.12
O  1.06190  6.02952  6.49233  -0.18
C  1.05098  5.41794  5.22377  -0.23
C  1.87001  4.11123  5.22873  -0.17
N  1.75127  3.24327  4.03568  -0.06
C  3.01109  2.66587  3.64160  -0.21
C  2.81743  1.71436  2.46912  -0.22
O  2.25276  0.49649  2.95193  -0.17
C  1.77587  -0.29527  1.89198  -0.11
H  -0.95973  5.72686  6.98942  0.09
H  0.09538  6.19363  8.27516  0.09
H  0.19145  4.55527  7.68890  0.08
H  1.65537  6.09854  4.61432  0.09
H  0.07124  5.36510  4.74186  0.09
H  1.61152  3.52482  6.12218  0.11
H  2.92025  4.33625  5.43561  0.12
H  1.10773  2.55676  4.40763  0.12
H  3.49222  2.09837  4.44907  0.13
H  3.69319  3.42291  3.24648  0.11
H  3.80344  1.46294  2.06434  0.13
H  2.21676  2.21027  1.70419  0.09
H  1.64160  -1.31334  2.26139  0.09
H  2.52947  -0.34253  1.09554  0.09
H  0.83084  0.06217  1.48048  0.05
C  6.65543  -4.80347  3.05343  -0.12
O  5.39435  -5.35710  2.78034  -0.19
C  4.84118  -5.99916  3.90251  -0.25
C  3.47031  -6.55970  3.55527  -0.23
N  2.56733  -5.55332  3.01709  -0.04
C  1.25040  -6.16393  2.77750  -0.20
C  0.58882  -5.37728  1.66372  -0.20
O  1.34372  -5.62495  0.45557  -0.22
C  0.60240  -5.33615  -0.70876  -0.10
H  6.61481  -3.93044  3.72063  0.09
H  7.01262  -4.32422  2.13943  0.09
H  7.32488  -5.57055  3.44953  0.09
H  4.75034  -5.32363  4.76363  0.12
H  5.50589  -6.81030  4.23373  0.12
H  3.08927  -6.96094  4.49933  0.12
H  3.61096  -7.43804  2.91117  0.12
H  2.86396  -5.29734  2.08000  0.10
H  0.67933  -6.26754  3.70122  0.12
H  1.31082  -7.17999  2.35512  0.12
H  0.62314  -4.28601  1.72391  0.11
H  -0.43972  -5.69176  1.46435  0.11
H  1.22468  -5.46795  -1.59499  0.08
H  0.31282  -4.28043  -0.66169  0.07
H  -0.21652  -6.05698  -0.78371  0.09
C  -5.49661  0.96459  -4.38452  -0.27
C  -4.18248  0.52866  -3.69742  -0.21
O  -4.55876  -0.23280  -2.55967  -0.13
O  -6.18429  2.04581  -3.80842  -0.05
H  -6.14555  0.11051  -4.61397  0.12
H  -5.23156  1.23224  -5.41451  0.11
H  -3.67540  1.43193  -3.34942  0.13
H  -3.63387  -0.09765  -4.40813  0.08
H  -3.73265  -0.40871  -2.05442  0.04
H  -6.45444  1.77347  -2.92391  0.09
C  2.27530  -1.10067  -3.45012  -0.22
C  2.27992  0.13818  -4.35747  -0.24
O  2.16045  -0.23393  -5.72162  -0.09
O  2.82028  -0.75582  -2.17682  -0.08
H  2.84071  -1.93147  -3.87800  0.12
H  1.26048  -1.50227  -3.37190  0.08
H  3.19627  0.72029  -4.24640  0.12
H  1.49271  0.81703  -4.00429  0.10
H  1.50729  -0.97432  -5.72497  0.03
H  3.59408  -1.26581  -1.93394  0.10

Forces on atoms 1 to 6 (eV/Å):
0.6 1.2 -0.8
-0.4 -0.1 0.6
-0.4 -1.1 -0.3
0.2 -0.5 0.4
0.2 0.1 -0.1
-0.1 0.1 0.2

For the LUMO energy, the calculation gives 0.23 eV. The value obtained for the frontier orbital gap is 8.60 eV. As for the SMILES: COCCNCCOC.COCCNCCOC.COCCNCCOC.COCCNCCOC.COCCNCCOC.COCCNCCOC.NC(N)=O.NC(N)=O.OCCO.OCCO. The total energy is -3567.840496 hartree. As for the energy above the lowest of the compared OMol25 structures with the same formula, charge and spin: 0.0 kcal/mol. The net charge is 0.